The following is a quantum chemistry calculation of a structure of composition C28H47Cl14F3NO2, from the Open Molecules 2025 dataset.

## Properties
Maximum force in Eh/bohr: 0.086
Energy in eV: -218842.2333
Gap between HOMO and LUMO in eV: 8.181

```
! RIJCOSX wB97M-V def2-TZVPD def2/J DEFGRID3
* xyz 1 1
O -0.3906 5.6464 0.2734
C 0.4341 4.5261 -0.1143
C -0.4813 3.2623 -0.3976
C -1.2000 3.0993 1.0182
C -1.9645 1.7473 1.3490
C -3.4948 1.9615 1.7093
C -4.4950 1.7084 0.5342
F -5.6589 1.1663 1.0834
F -4.9014 2.8982 -0.0463
F -4.0678 0.8030 -0.3969
C 0.0282 3.4855 1.9573
N 1.1455 4.1641 1.1728
C 2.1769 3.0346 1.0918
O 3.0045 3.1221 -0.0676
C 3.1084 1.8131 -0.6198
C 3.6165 0.6662 0.1494
C 3.6912 -0.6856 -0.3756
C 3.2645 -0.8749 -1.7825
C 2.7781 0.2848 -2.5591
C 2.6691 1.6421 -1.9995
H 0.2154 6.3143 0.6517
H 1.0741 4.8766 -0.9675
H -1.0941 3.2933 -1.3336
H 0.0750 2.2908 -0.5113
H -2.0222 3.8576 0.9625
H -1.8058 0.9616 0.5558
H -1.5023 1.3055 2.2815
H -3.6774 3.0103 2.0763
H -3.8178 1.2942 2.5556
H -0.4032 4.2984 2.6073
H 0.3295 2.7242 2.7194
H 1.5130 4.9535 1.7141
H 1.5708 2.0906 1.0301
H 2.8444 3.0718 1.9895
H 3.9120 0.9018 1.2065
H 4.0512 -1.5402 0.2487
H 3.3197 -1.9401 -2.2117
H 2.4694 0.1715 -3.6196
H 2.2681 2.4712 -2.6277
Cl -3.3772 4.4799 -2.1364
C -2.3796 5.7706 -2.8519
C -2.1793 5.5678 -4.3327
Cl -1.1578 4.1508 -4.6563
H -1.4290 5.7985 -2.3191
H -2.8977 6.7130 -2.6712
H -1.6767 6.4347 -4.7630
H -3.1261 5.4321 -4.8540
Cl 0.5021 1.1102 -5.1796
C -0.4961 -0.3207 -5.5395
C -0.5563 -1.2919 -4.3809
Cl 1.0087 -2.0842 -4.0915
H -0.0936 -0.7918 -6.4354
H -1.4989 0.0429 -5.7665
H -1.2774 -2.0802 -4.5992
H -0.8598 -0.8012 -3.4564
Cl -4.9367 -2.4762 -3.0231
C -5.9095 -1.9461 -1.6266
C -7.3653 -2.3299 -1.7651
Cl -8.1799 -1.4157 -3.0575
H -5.7881 -0.8691 -1.5187
H -5.4828 -2.4266 -0.7450
H -7.8948 -2.1079 -0.8379
H -7.4809 -3.3923 -1.9773
Cl 3.3149 -3.5085 -1.3413
C 3.3261 -5.2581 -0.9912
C 3.5987 -5.5278 0.4690
Cl 5.2677 -5.1072 0.9304
H 4.0658 -5.7303 -1.6369
H 2.3433 -5.6462 -1.2618
H 3.4691 -6.5897 0.6816
H 2.9203 -4.9679 1.1095
Cl 0.4713 -5.6463 1.8266
C -0.5375 -4.5888 2.8460
C -0.6519 -3.1907 2.2776
Cl 0.8941 -2.3025 2.3607
H -0.1139 -4.5815 3.8497
H -1.5246 -5.0485 2.8967
H -1.3843 -2.6088 2.8541
H -0.9756 -3.2089 1.2366
Cl 7.2073 -2.1882 1.9125
C 8.5560 -3.2570 1.4509
C 9.7844 -3.0254 2.3014
Cl 10.5355 -1.4425 1.9800
H 8.7654 -3.0996 0.3935
H 8.2057 -4.2820 1.5798
H 10.5357 -3.7834 2.0781
H 9.5513 -3.0795 3.3642
Cl -3.0300 -3.1990 4.0895
C -4.0287 -2.1125 5.0897
C -4.1261 -0.7256 4.4968
Cl -2.5706 0.1456 4.5651
H -3.6051 -2.0921 6.0930
H -5.0220 -2.5584 5.1489
H -4.8464 -0.1328 5.0610
H -4.4508 -0.7572 3.4567
*
```

***

The following is a quantum chemistry calculation of an isolated molecule of C5H13NO, from the Open Molecules 2025 dataset.

## Properties
Maximum force in Eh/bohr: 0.076
Energy in eV: -8931.3138
Gap between HOMO and LUMO in eV: 10.202
SMILES: CN[C@H](C)CCO

```
! RIJCOSX wB97M-V def2-TZVPD def2/J DEFGRID3
* xyz 0 1
C 0.2422 2.1817 1.1752
N 0.6678 0.8409 0.5613
C -0.5003 0.2902 -0.1851
C -0.1603 -1.1760 -0.7447
C 1.2274 -1.2019 -1.2147
O 1.5878 -2.5635 -1.5609
C -1.8292 0.1292 0.6494
H 0.5849 2.2953 2.2037
H 0.6863 2.9073 0.4832
H -0.9304 2.5252 1.2586
H 0.8706 0.2241 1.3419
H -0.6527 0.9440 -1.1011
H -0.2328 -1.8218 0.2790
H -0.9161 -1.7022 -1.4054
H 1.4232 -0.5833 -2.1209
H 1.9643 -0.9311 -0.4394
H 2.5420 -2.5338 -1.8505
H -1.8689 0.8859 1.4494
H -2.0264 -0.7165 1.2214
H -2.6797 0.0062 -0.0001
*
```

***

Look up the energy of the first one. -218842.2333 eV